## one
The following is a DFT calculation (the ωB97M-V functional and the def2-TZVPD basis) of one molecule with the formula C19H27N3O4S.

Positions of all 54 atoms, in Å:
C  -8.14302  -0.29587  -0.25106
C  -6.74084  -0.45131  0.29545
O  -6.46398  -1.15264  1.23652
N  -5.82920  0.29712  -0.40795
C  -4.45773  0.42410  -0.20766
C  -3.78227  -0.22782  0.82512
C  -2.41786  -0.05709  0.96706
C  -1.72834  0.75856  0.09037
C  -2.38387  1.41249  -0.93607
C  -3.74647  1.24881  -1.08410
H  -4.26788  1.76183  -1.87982
H  -1.81940  2.05604  -1.59158
S  0.04732  0.90360  0.21613
O  0.45859  0.66245  1.56654
O  0.46662  2.11440  -0.42805
N  0.65155  -0.35560  -0.70145
C  0.43868  -0.24882  -2.12230
H  1.17115  -0.86458  -2.64424
H  -0.56906  -0.57057  -2.41410
H  0.58189  0.79440  -2.39344
C  0.54025  -1.67729  -0.13889
C  1.82849  -2.49325  -0.33895
O  1.82601  -3.70284  -0.42412
N  2.91457  -1.71290  -0.40445
H  2.78625  -0.72120  -0.23606
C  4.27629  -2.18382  -0.35867
C  5.00587  -1.54318  0.83406
C  4.87803  -0.04960  0.76041
C  3.95198  0.64242  1.41747
C  3.85077  2.11551  1.19361
C  3.86936  2.45476  -0.30884
C  4.80924  1.54742  -1.11942
C  5.72697  0.71297  -0.21418
H  6.39671  1.38642  0.32840
H  6.34080  0.04184  -0.81681
H  5.41855  2.14601  -1.79898
H  4.22029  0.85979  -1.73062
H  4.16645  3.49860  -0.42180
H  2.85082  2.36490  -0.68759
H  2.93580  2.50454  1.63859
H  4.70147  2.60594  1.67930
H  3.26607  0.18184  2.11211
H  4.55668  -1.90646  1.75963
H  6.05472  -1.84393  0.81183
H  4.78456  -1.91718  -1.29248
H  4.24971  -3.27160  -0.26862
H  -0.31132  -2.23811  -0.54449
H  0.40611  -1.55711  0.93887
H  -1.88172  -0.53849  1.76889
H  -4.33082  -0.85790  1.50471
H  -6.19280  0.84019  -1.17955
H  -8.18036  -0.61440  -1.29079
H  -8.45755  0.74396  -0.18991
H  -8.82230  -0.90852  0.33404

Its HOMO-LUMO gap is 9.22 eV. Its charge is 0. For the molecular weight, the calculation gives 393.5 Da. As for the spin multiplicity: 1.


## two
The following is a DFT calculation (the ωB97M-V functional and the def2-TZVPD basis) of C19H27N3O4S as an isolated structure.

Positions of all 54 atoms, in Å:
C  3.92662  -2.13000  1.05077
C  3.95247  -3.53417  1.23761
O  2.53505  -4.05680  1.19914
C  2.59848  -5.52368  1.33196
C  1.29586  -5.95886  1.29088
H  1.18501  -7.11367  1.65720
H  0.77068  -5.55277  2.47213
C  0.34147  -5.71604  0.04328
N  0.17993  -4.31453  -0.04453
C  -0.98307  -3.60861  -0.17972
O  -2.21143  -4.39350  -0.38193
C  -1.05422  -2.29958  -0.19004
C  0.32240  -1.34109  -0.38130
C  -0.01574  -0.01749  -0.15440
C  -1.10771  0.59839  -0.04044
C  -2.25554  -0.18997  0.37873
C  -2.08598  -1.43141  0.20727
H  -3.05020  -2.14402  0.35523
H  -3.34879  0.41657  0.35044
C  -1.25070  2.05508  0.30030
O  -2.19581  2.63684  0.32881
N  -0.06547  2.63198  0.16582
C  1.08543  2.09228  -0.18927
S  2.58906  2.85874  -0.22642
N  1.05963  0.68184  -0.58262
H  2.04941  0.41061  -0.53163
C  0.18378  4.27425  0.09405
C  -0.12922  4.84634  -1.34485
H  0.73801  4.25920  -1.83684
H  0.44131  5.93064  -1.12689
C  -1.46663  4.93747  -1.96416
O  -1.97028  6.02406  -1.42056
C  -3.46668  6.11569  -1.48242
C  -4.04799  5.29538  -0.46232
H  -3.75226  4.24259  -0.41407
H  -4.23686  5.69407  0.55015
H  -5.23479  5.28500  -0.85746
H  -3.74303  7.17930  -1.15390
H  -3.70374  5.72172  -2.49238
H  -2.02113  3.90187  -1.63923
H  -1.25992  5.25538  -2.84298
H  -0.94696  4.38682  0.87129
H  0.96073  4.42809  0.70200
H  1.23791  -1.86115  -0.46644
H  0.95897  -3.83916  0.29246
H  -0.64106  -5.95121  0.14994
H  0.94963  -5.94238  -0.67921
H  3.20567  -5.74054  2.29823
H  2.99045  -6.06409  0.38402
H  4.41736  -4.00924  2.31132
H  4.53728  -4.20025  0.44767
H  4.90534  -1.76576  1.01263
H  3.18527  -1.54729  1.54716
H  3.64198  -1.91294  0.05554

Its HOMO-LUMO gap is 7.19 eV. Its charge is 0. For the molecular weight, the calculation gives 393.5 Da. As for the spin multiplicity: 1.


Which of them is the most stable, and which is the least stable? one and two, in that order.


## one
The following is a DFT calculation (the ωB97M-V functional and the def2-TZVPD basis) of one molecule with the formula C2H3IN2O.

Positions of all 9 atoms, in Å:
C  -0.27559  -0.44895  -0.50783
C  -0.96994  0.24764  0.40293
N  -2.29911  2.17500  -0.01432
N  -2.16762  0.82435  0.11914
O  -1.31110  2.73569  0.32128
I  -3.84278  -0.27229  -0.04074
H  0.51096  -1.09569  -0.21481
H  -0.42731  -0.66712  -1.51919
H  -0.60068  0.49824  1.38704

Its HOMO-LUMO gap is 8.75 eV. Its charge is 0. For the molecular weight, the calculation gives 198.0 Da. As for the spin multiplicity: 1.


## two
The following is a DFT calculation (the ωB97M-V functional and the def2-TZVPD basis) of C2H3IN2O as an isolated structure.

Positions of all 9 atoms, in Å:
C  -0.43327  -0.09540  0.53900
C  0.36138  0.14691  -1.52594
N  -0.70707  -1.30875  -0.19432
N  -0.34870  -1.14843  -1.35498
O  0.52154  0.63111  -0.22930
I  -1.21894  1.10854  -2.81003
H  -1.40646  0.52056  0.76246
H  0.04318  -0.18135  1.47893
H  1.15856  0.28908  -2.15861

Its HOMO-LUMO gap is 9.39 eV. Its charge is 0. For the molecular weight, the calculation gives 198.0 Da. As for the spin multiplicity: 1.


Which of them is the most stable, and which is the least stable? two and one, in that order.


## one
The following is a DFT calculation (the ωB97M-V functional and the def2-TZVPD basis) of one molecule with the formula C3H2O.

Positions of all 6 atoms, in Å:
C  -0.99896  -0.12488  0.10512
C  -2.14930  -0.69348  0.26488
C  0.12653  0.47548  -0.22702
O  1.39749  -0.07864  0.13211
H  0.29082  1.45491  -0.84603
H  1.33341  -1.03340  0.57094

Its HOMO-LUMO gap is 9.00 eV. Its charge is 0. For the molecular weight, the calculation gives 54.0 Da. As for the spin multiplicity: 1.


## two
The following is a DFT calculation (the ωB97M-V functional and the def2-TZVPD basis) of one molecule with the formula C3H2O.

Positions of all 6 atoms, in Å:
O  -2.18573  0.49248  -0.51810
C  -1.04413  0.62152  -0.39217
C  0.27667  0.80594  -0.27029
C  0.83487  -0.31379  0.24667
H  0.21730  -1.17461  0.50424
H  1.90102  -0.43154  0.42965

Its HOMO-LUMO gap is 9.05 eV. Its charge is 0. For the molecular weight, the calculation gives 54.0 Da. As for the spin multiplicity: 1.


## three
The following is a DFT calculation (the ωB97M-V functional and the def2-TZVPD basis) of one molecule with the formula C3H2O.

Positions of all 6 atoms, in Å:
C  1.23157  0.17741  -0.04287
C  2.38813  -0.26679  0.05554
C  -0.49583  0.47829  -0.00080
O  -1.30343  -0.56654  -0.07601
H  -0.94409  1.52217  0.20892
H  -0.87634  -1.34455  -0.14479

Its HOMO-LUMO gap is 7.62 eV. Its charge is 0. For the molecular weight, the calculation gives 54.0 Da. As for the spin multiplicity: 1.


Which of them is the most stable, and which is the least stable? two and three, in that order.